# 1
72
Properties=species:S:1:pos:R:3:forces:R:3 method="wB97M-V/def2-TZVPD" spin_multiplicity=2 homo_energy_ha="-0.5682 / -0.5682" de_lowest_ev=0.000 charge=+3
Yb -1.307931 -0.022077 0.064713 -0.280 0.130 -0.499
I -2.388116 -2.821830 -0.636601 0.506 -0.791 0.406
C -0.643764 -3.700987 0.374154 -0.185 0.468 -0.185
I 0.984671 -2.323821 0.712819 -0.324 -0.488 -0.144
H -0.285808 -4.504062 -0.257285 -0.025 0.035 -0.064
H -0.982936 -4.057901 1.339278 -0.033 0.098 0.020
N -2.947934 1.874467 0.908159 0.223 0.055 0.159
C -2.807539 2.324648 2.300517 0.163 0.006 0.097
C -3.871705 2.978792 2.906166 -0.066 -0.030 -0.056
C -3.765793 3.434288 4.209353 -0.060 -0.007 -0.049
C -2.589759 3.238179 4.919458 0.107 -0.025 0.077
C -1.532686 2.576658 4.323225 -0.080 0.041 -0.099
C -1.624026 2.119081 3.005575 0.105 -0.018 -0.079
P -0.255713 1.116391 2.323180 0.003 0.355 0.939
C -0.394087 -0.317858 3.454599 0.046 0.058 -0.076
C 0.350899 -0.477016 4.615898 -0.001 -0.034 -0.069
C 0.096304 -1.551437 5.460833 0.022 -0.007 0.019
C -0.893002 -2.470772 5.148816 0.014 -0.014 0.009
C -1.641215 -2.321982 3.986594 -0.087 -0.108 -0.070
C -1.389198 -1.251394 3.147673 0.145 0.238 0.047
C 1.274947 1.990859 2.733945 -0.042 -0.059 -0.032
C 2.464044 1.263064 2.820418 -0.053 0.114 -0.042
C 3.648938 1.913552 3.123183 0.084 -0.058 -0.020
C 3.657509 3.287012 3.326151 -0.014 0.069 -0.028
C 2.482753 4.015732 3.212495 0.008 0.018 -0.018
C 1.290617 3.373458 2.911389 0.028 -0.110 -0.033
H -2.692322 2.674574 0.329191 0.034 0.002 -0.107
H -3.949037 1.786953 0.758234 -0.046 -0.136 -0.101
H -4.791499 3.138161 2.353838 0.003 0.017 0.013
H -4.604376 3.943249 4.664713 0.015 0.001 0.018
H -2.496001 3.589810 5.937915 -0.039 0.008 -0.007
H -0.619215 2.406541 4.878667 -0.003 0.013 0.044
H 1.127436 0.234381 4.865831 -0.020 0.004 0.040
H 0.668113 -1.661552 6.372765 0.002 -0.010 -0.011
H -1.094943 -3.298845 5.814669 0.014 0.000 0.000
H -2.422115 -3.036245 3.755460 -0.033 0.048 -0.001
H -2.020420 -1.106507 2.263476 -0.106 -0.116 0.149
H 2.458979 0.188385 2.671343 0.025 -0.016 0.056
H 4.569550 1.351521 3.210341 -0.016 -0.013 0.000
H 4.582774 3.793935 3.564595 0.002 -0.023 0.026
H 2.489895 5.086600 3.365540 0.011 -0.005 -0.012
H 0.378614 3.947607 2.817816 -0.017 0.025 0.068
C -3.849074 0.797055 -2.099165 -0.210 -0.012 0.093
O -2.424411 0.551005 -2.031542 0.110 -0.102 -0.344
C -1.826959 0.289572 -3.258586 0.112 -0.032 0.160
C -2.434300 0.590800 -4.463435 0.014 -0.010 -0.235
C -1.828474 0.222844 -5.661160 -0.167 0.117 -0.195
Br -2.684176 0.639257 -7.285929 0.138 -0.084 0.220
C -0.622427 -0.442370 -5.655884 0.052 -0.041 -0.050
C 0.034050 -0.687927 -4.444574 -0.146 0.113 0.215
C -0.573848 -0.314775 -3.238416 0.201 0.033 0.157
O 0.013384 -0.570757 -1.989769 -0.614 0.548 -0.951
C 1.315131 -1.376129 -4.539139 0.205 0.479 0.353
N 1.511782 -2.343774 -5.425345 0.353 -0.559 -0.318
C 2.793409 -2.727130 -5.295814 -0.635 0.494 0.148
C 3.516927 -3.696192 -6.039460 0.348 -0.241 -0.087
C 4.854157 -3.799504 -5.783014 -0.282 -0.207 -0.248
C 5.476511 -2.988721 -4.802902 0.090 0.037 0.026
C 4.771169 -2.046588 -4.030732 -0.304 0.261 0.187
C 3.432357 -1.941652 -4.281804 0.537 -0.061 0.031
N 2.436503 -1.107217 -3.780474 -0.235 -0.197 -0.212
H -4.319039 0.123611 -2.813855 0.057 -0.030 0.017
H -4.044770 1.831370 -2.376346 0.022 0.009 0.019
H -4.257849 0.582574 -1.115729 0.060 0.063 0.041
H -3.385050 1.102214 -4.514034 0.037 -0.007 0.080
H -0.157155 -0.757617 -6.578859 -0.024 -0.003 -0.012
H 0.803033 -1.087439 -2.171016 0.344 -0.323 0.522
H 3.017231 -4.306882 -6.779160 -0.018 0.043 -0.009
H 5.452555 -4.507970 -6.339040 0.046 0.019 0.041
H 6.542838 -3.090804 -4.644015 -0.010 -0.018 0.009
H 5.273604 -1.429587 -3.297888 0.076 -0.051 -0.020
H 2.647990 -0.230877 -3.322009 -0.182 0.028 -0.021



# 2
56
Properties=species:S:1:pos:R:3:forces:R:3 method="wB97M-V/def2-TZVPD" homo_energy_ha="-0.5869 / -0.5869" de_lowest_ev=0.017 charge=+3
Y -0.309100 0.246275 -1.065381 -2.665 -1.848 -1.564
S -1.537716 -0.470904 1.232840 -0.325 -0.101 0.611
C -0.724688 -1.902687 1.376101 0.254 -0.943 0.069
N -0.760957 -2.686500 2.542406 -0.126 0.511 -0.137
N -1.031219 -2.052971 3.604797 0.168 -0.193 -0.032
C -1.261294 -2.618165 4.817371 -0.037 0.104 -0.066
C -1.455511 -1.717768 5.898156 -0.001 -0.069 -0.035
C -1.771289 -2.231960 7.125862 0.017 -0.032 0.046
C -1.893028 -3.619437 7.271166 0.001 -0.067 0.021
C -1.679803 -4.510253 6.201616 -0.014 0.018 0.103
C -1.354034 -4.025513 4.967405 0.030 0.062 -0.027
N -0.049406 -2.653540 0.415379 -0.164 0.103 0.293
N 0.311258 -2.059974 -0.645175 -0.177 -0.649 0.213
C 0.850910 -2.856444 -1.630850 0.111 0.148 0.182
C 0.870765 -4.267021 -1.553912 0.025 0.035 -0.093
C 1.407583 -4.969643 -2.603292 0.034 0.011 -0.068
C 1.947255 -4.289612 -3.703299 0.014 -0.082 -0.021
C 1.959321 -2.894506 -3.770379 0.016 -0.026 -0.005
C 1.409427 -2.180375 -2.736362 -0.069 0.038 -0.006
H -1.083147 -1.021452 3.558577 -0.042 0.022 0.027
H -1.345915 -0.648587 5.750836 -0.043 -0.022 -0.022
H -1.925335 -1.579577 7.973793 -0.007 -0.013 -0.001
H -2.157743 -4.022631 8.241469 0.010 -0.001 -0.010
H -1.779268 -5.575021 6.360458 0.009 0.010 0.019
H -1.180197 -4.677807 4.122452 -0.025 0.025 0.004
H 0.459527 -4.769022 -0.691053 -0.022 0.000 -0.002
H 1.421087 -6.050411 -2.582685 0.011 -0.001 -0.002
H 2.374942 -4.858301 -4.520019 -0.006 -0.008 0.024
H 2.412724 -2.392802 -4.613503 -0.017 -0.008 -0.007
H 1.463866 -1.094303 -2.753554 0.032 0.054 0.012
O 1.360937 1.169664 -0.972024 2.270 1.343 0.506
O 0.541260 1.679466 0.150557 0.569 1.046 0.148
Ge -0.066599 3.413880 -0.610626 -0.281 -0.532 0.434
C -1.258034 2.548509 -1.926649 0.207 0.204 -0.318
C -2.637561 2.621861 -1.749903 -0.142 -0.165 0.060
C -3.514092 2.025847 -2.665036 0.018 0.079 0.105
C -3.020908 1.327330 -3.751085 0.071 -0.155 -0.063
C -1.639437 1.236889 -3.955021 -0.079 0.092 -0.010
C -0.770059 1.854575 -3.066134 -0.107 0.658 -0.238
C 1.459326 4.369676 -1.055414 0.521 0.434 -0.202
C 2.312337 4.043925 -2.118042 -0.107 0.086 0.140
C 3.446034 4.799960 -2.333480 0.098 0.087 -0.025
C 3.732932 5.881090 -1.503775 0.005 -0.003 -0.015
C 2.881359 6.221018 -0.463836 0.069 0.075 -0.034
C 1.743893 5.466892 -0.233689 -0.033 -0.080 -0.071
H -0.885994 3.857295 0.592066 -0.111 0.091 -0.032
H -3.051310 3.172783 -0.912733 -0.002 -0.019 0.020
H -4.582729 2.136471 -2.534043 0.007 -0.022 0.025
H -3.702934 0.882051 -4.463862 0.016 -0.005 0.005
H -1.245391 0.766692 -4.847334 -0.047 -0.068 0.009
H 0.283484 1.927706 -3.316484 0.067 -0.146 0.020
H 2.107281 3.204463 -2.767774 -0.020 -0.031 0.002
H 4.110463 4.558264 -3.152021 0.008 -0.007 0.017
H 4.627719 6.464846 -1.674360 -0.016 0.007 -0.027
H 3.096596 7.078100 0.159391 0.024 -0.026 0.018
H 1.082422 5.741657 0.580068 0.000 -0.021 0.002



# 3
14
Properties=species:S:1:pos:R:3:forces:R:3 method="wB97M-V/def2-TZVPD" smiles="O=C[C@H](S)c1nccs1" homo_energy_ha=-0.3498 de_lowest_ev=0.000
C 1.688683 1.179510 -0.503681 0.303 0.118 -0.418
C 2.582301 0.601679 0.333350 -1.988 -0.380 0.115
C 0.303941 -0.228283 0.447122 -2.441 -1.120 1.267
C -1.683606 -1.285791 -0.641071 -0.225 -0.716 -4.196
C -1.157367 -0.769354 0.570647 0.943 1.988 2.848
N 0.397852 0.709656 -0.386530 1.107 2.087 -2.488
O -2.446420 -2.215033 -0.667795 -0.117 -0.144 -0.153
S 1.741807 -0.584500 1.285319 0.709 -0.249 0.259
S -2.390982 0.668136 0.896146 1.660 0.056 -1.468
H 2.002469 1.909802 -1.269799 -0.635 -0.330 0.605
H 3.571555 0.908240 0.458156 1.396 -0.036 0.302
H -1.321973 -0.778111 -1.640546 -0.592 -0.609 1.570
H -1.428271 -1.492835 1.333999 0.596 0.035 0.360
H -1.859989 1.376888 -0.215312 -0.716 -0.700 1.397